{"formula": "C6H16N4O3S", "method": "the ωB97M-V functional and the def2-TZVPD basis", "relative_energy_kj_mol": 103.54, "e_homo_ev": -8.98, "e_lumo_ev": 0.64, "homo_lumo_gap_ev": 9.612, "energy_ev": -29417.6082, "elements": ["C", "C", "C", "C", "C", "C", "N", "N", "N", "N", "O", "O", "O", "S", "H", "H", "H", "H", "H", "H", "H", "H", "H", "H", "H", "H", "H", "H", "H", "H"], "positions_angstrom": [[0.200184, -2.280652, -0.300135], [0.320090, -3.705775, 0.150082], [-0.776887, 1.282930, -2.163472], [-2.305519, -0.069502, 1.859054], [-1.635745, 1.925312, 0.608243], [-1.052897, -0.346924, -0.144325], [3.584128, 1.947088, 0.903725], [-0.880383, -1.609188, 0.164211], [-0.489517, 0.226665, -1.316647], [-1.748378, 0.464002, 0.706899], [1.181839, -1.865003, -0.923279], [1.442177, 2.031904, -0.364787], [2.903887, 0.009576, -0.511138], [2.138353, 1.141061, 0.552736], [0.914678, -3.902091, 0.971440], [0.799795, -4.284415, -0.706089], [-0.676057, -4.178774, 0.363348], [-1.632254, 1.798714, -2.092654], [0.035067, 2.030837, -1.986593], [-0.637458, 0.948024, -3.211201], [-2.340926, 0.673261, 2.642286], [-3.461202, -0.271158, 1.827926], [-1.920217, -0.929470, 2.233879], [-1.204951, 2.107488, -0.343317], [-2.605688, 2.331814, 0.647851], [-0.917056, 2.202171, 1.275375], [4.008508, 1.309202, 1.657083], [4.184630, 2.211842, 0.159386], [2.458012, -0.772508, -0.908097], [0.113776, -0.426417, -1.751785]], "atomic_forces_ev_per_a": [[0.2994, -0.7724, 1.2699], [-2.2294, -1.9268, -2.9220], [4.1258, 1.0228, -2.2232], [-4.8252, 1.5644, 1.3360], [-0.5856, -2.5973, -1.9710], [0.5806, 2.7070, -2.0306], [-1.2180, -2.2503, 3.3792], [0.5415, -0.4776, -0.0802], [-1.5659, -3.3743, 3.3766], [1.1402, -0.3023, -2.2986], [-0.3027, 0.4941, -0.8044], [-0.2323, 0.1922, 0.6415], [0.4978, 1.3779, 1.1274], [2.0765, -0.6431, -3.0399], [1.3833, 0.2488, 1.8536], [-0.6342, 0.6800, 1.0190], [0.8015, 0.5393, -0.2167], [-3.5317, 1.2250, 0.3955], [-0.5654, -0.1131, -0.4542], [-0.3197, 0.1379, 0.4798], [0.6406, 0.4017, 0.3463], [1.6836, 0.1219, -0.6810], [1.6234, -2.4439, 0.6999], [0.0961, 0.6803, -0.2925], [-0.9811, 0.9205, 0.5037], [1.4094, 1.3919, 2.3131], [-0.1334, 1.5783, -1.6731], [0.4705, -0.1741, -0.9169], [-0.8864, 0.5249, 0.8745], [0.6407, -0.7335, -0.0117]]}